[1]
{
  "formula": "Fe2H22O15P",
  "method": "ωB97M-V/def2-TZVPD",
  "gap_ha": [0.316, 0.310],
  "homo_energy_ev": [-13.30, -13.30],
  "total_charge": 1,
  "e_lumo_ev": [-4.703, -4.861],
  "spin_multiplicity": 9,
  "elements": ["Fe", "Fe", "P", "O", "O", "O", "O", "O", "H", "H", "O", "H", "H", "O", "H", "H", "O", "H", "H", "O", "H", "H", "O", "H", "H", "O", "H", "H", "O", "H", "H", "O", "H", "H", "O", "H", "H", "O", "H", "H"],
  "xyz": [[-0.55500, -0.00400, 2.53005], [1.74355, -1.03397, -2.03761], [0.36677, -0.53208, 0.19839], [0.03583, -1.35371, -1.13096], [-0.62114, 0.56957, 0.62468], [1.69291, 0.02269, -0.34960], [0.65145, -1.24832, 1.54787], [-2.60490, -2.48021, -0.53419], [-2.04607, -1.70999, -0.70407], [-2.00141, -3.23338, -0.54374], [3.66317, -0.16943, 1.57620], [2.99469, -0.32432, 0.87955], [3.15244, -0.02644, 2.37037], [1.06105, 1.24872, 3.09454], [1.18872, 2.18220, 2.85587], [1.79893, 1.03930, 3.68506], [-0.36423, -3.71830, -2.61033], [-0.73044, -3.34423, -3.42264], [-0.31041, -2.97519, -1.99920], [2.02581, 2.76289, 0.08617], [1.93116, 1.79261, 0.00588], [1.12002, 3.10671, 0.09875], [-1.08612, 3.20329, 0.19482], [-1.61779, 3.57434, 0.90501], [-1.05661, 2.23600, 0.36153], [-1.79498, 1.63524, 3.06018], [-2.72291, 1.82896, 3.26296], [-1.30610, 2.42787, 3.32525], [-2.91695, 0.73936, -1.03106], [-3.15018, 1.67046, -0.93230], [-2.01860, 0.66830, -0.67123], [1.77937, -3.53977, 0.79098], [1.28235, -2.76276, 1.13369], [2.49914, -3.67377, 1.41690], [-1.64756, -0.70729, -3.24334], [-0.97698, -0.88097, -2.55436], [-2.25310, -0.05751, -2.85380], [1.08711, 0.69747, -2.97401], [0.35864, 1.22718, -2.61893], [1.34837, 1.14249, -3.79332]],
  "forces_ev_per_a": [[0.151, 0.121, 0.529], [-0.509, 0.644, 0.253], [1.446, -0.320, -1.718], [-0.872, -0.131, 2.128], [-0.337, -0.545, -1.030], [1.155, 0.396, 0.314], [-1.418, 0.148, -0.099], [0.125, 0.207, 0.449], [-0.325, -0.414, -0.226], [-0.101, 0.012, -0.126], [0.042, -0.209, -0.410], [0.399, 0.275, 0.480], [-0.050, -0.113, 0.095], [0.107, 0.386, 0.529], [0.132, -0.248, -0.408], [-0.165, -0.027, 0.008], [0.532, 0.191, -0.313], [-0.234, -0.104, 0.148], [-0.301, -0.136, 0.094], [-0.384, -0.279, 0.290], [0.183, 0.538, -0.038], [0.103, 0.027, -0.130], [0.075, -0.448, 0.179], [-0.062, 0.136, -0.159], [0.049, 0.619, -0.048], [-0.018, 0.222, 0.336], [0.027, -0.362, -0.099], [-0.018, -0.139, 0.044], [0.191, 0.091, -0.100], [0.020, -0.054, -0.098], [-0.408, 0.132, 0.116], [-0.228, 0.527, -0.123], [0.581, -0.926, 0.006], [-0.010, -0.009, -0.073], [0.637, 0.207, 0.030], [-0.905, 0.135, -0.361], [-0.077, -0.288, 0.079], [0.481, 0.169, -0.726], [-0.003, -0.261, 0.153], [-0.010, -0.172, 0.027]]
}


[2]
{
  "formula": "H26O13",
  "method": "ωB97M-V/def2-TZVPD",
  "gap_ha": 0.255,
  "homo_energy_ev": -7.38,
  "total_charge": 0,
  "de_lowest_kcal_mol": 478.0,
  "e_lumo_ev": -0.424,
  "spin_multiplicity": 1,
  "elements": ["O", "H", "H", "O", "H", "H", "O", "H", "H", "O", "H", "H", "O", "H", "H", "O", "H", "H", "O", "H", "H", "O", "H", "H", "O", "H", "H", "O", "H", "H", "O", "H", "H", "O", "H", "H", "O", "H", "H"],
  "xyz": [[1.18319, 2.67198, -0.63834], [0.64337, 1.88773, -0.73720], [1.83532, 2.60392, -1.33571], [2.16414, 1.19652, 0.79913], [1.50111, 1.88575, 0.83898], [2.84659, 1.55261, 0.23020], [1.05047, -1.94099, 1.15357], [1.44447, -2.31709, 0.36647], [0.27027, -1.48551, 0.83723], [-1.26754, 1.61731, 0.40854], [-0.56742, 1.54790, 1.05757], [-1.85894, 2.28098, 0.76353], [-2.56972, 0.33080, -0.73820], [-2.07123, 0.96019, -0.21702], [-3.17455, 0.86831, -1.24957], [1.81040, -2.03924, -0.72083], [1.03463, -1.71780, -1.18029], [2.19164, -2.68464, -1.31610], [-2.12985, -0.56037, 1.37762], [-1.36413, -0.64367, 0.80932], [-2.80979, -0.19426, 0.81205], [-1.77718, -1.70050, -1.26393], [-1.97943, -0.80251, -1.00135], [-2.55949, -2.20056, -1.03121], [0.10679, -2.04201, -1.82610], [0.16572, -2.96131, -1.56603], [-0.82519, -1.83355, -1.76132], [0.07106, 1.08188, -1.36646], [-0.84213, 1.14696, -1.64588], [0.47120, 0.47852, -1.99263], [0.20936, 1.58122, 1.92101], [0.21877, 2.25029, 2.60547], [1.08999, 1.20656, 1.93952], [2.08469, -0.54534, 2.19001], [1.84494, 0.29888, 1.80786], [1.58472, -1.18751, 1.68614], [-0.02508, -0.54053, 0.18003], [-0.53652, -0.25942, -0.57868], [0.53521, 0.20863, 0.38268]],
  "forces_ev_per_a": [[2.228, 5.971, 0.705], [0.448, 1.173, 0.344], [0.086, 0.275, -0.150], [2.045, 1.418, -2.013], [1.013, 1.403, -1.418], [0.285, -0.152, 0.092], [-4.480, -9.082, 4.292], [0.535, -0.934, 0.600], [0.108, -2.431, 1.335], [-3.445, 4.366, -2.188], [0.462, -0.324, 0.898], [-0.051, 0.457, 0.293], [-4.738, 0.290, -4.217], [1.517, 1.344, 1.741], [-0.432, -0.246, -0.622], [9.320, -0.978, -2.487], [-0.523, 1.133, -0.429], [0.502, 0.055, -0.365], [-1.701, -0.992, 2.115], [-0.100, -0.176, 0.994], [-0.185, -0.501, 0.832], [-7.455, -1.901, 1.902], [-1.246, 0.757, -0.155], [-0.136, -0.328, -0.006], [2.543, -2.059, -6.268], [-0.154, -0.204, -0.164], [0.010, -0.690, -1.438], [-2.955, -4.027, -5.750], [-0.436, 0.522, -0.159], [0.701, -0.302, -0.454], [1.710, 1.140, 4.832], [-0.341, 0.207, 0.351], [-0.373, -0.529, 1.836], [3.824, 5.350, 6.269], [2.169, -2.736, 1.120], [0.264, -0.871, 0.340], [-2.431, 4.170, -3.128], [0.715, -0.069, 0.503], [0.696, -0.496, 0.015]]
}


[3]
{
  "formula": "C24H28N2O5",
  "method": "ωB97M-V/def2-TZVPD",
  "smiles": "COc1ccc(-c2cc(CCCC(=O)NCCc3ccc(OC)cc3OC)no2)cc1",
  "gap_ha": 0.318,
  "homo_energy_ev": -8.06,
  "total_charge": 0,
  "de_lowest_kcal_mol": 81.3,
  "e_lumo_ev": 0.600,
  "spin_multiplicity": 1,
  "elements": ["C", "O", "C", "C", "C", "C", "C", "C", "C", "C", "C", "C", "C", "O", "N", "C", "C", "C", "C", "C", "C", "O", "C", "C", "C", "O", "C", "N", "O", "C", "C", "H", "H", "H", "H", "H", "H", "H", "H", "H", "H", "H", "H", "H", "H", "H", "H", "H", "H", "H", "H", "H", "H", "H", "H", "H", "H", "H", "H"],
  "xyz": [[6.68166, -1.81977, 1.17357], [5.63043, -2.37027, 0.41624], [4.56207, -1.58825, 0.11598], [4.40564, -0.26185, 0.51010], [3.26818, 0.43534, 0.14978], [2.26796, -0.16619, -0.61045], [1.08140, 0.57809, -0.97120], [0.05436, 0.31636, -1.84421], [-0.78473, 1.44974, -1.74755], [-2.05142, 1.69717, -2.48853], [-2.52989, 3.15610, -2.40483], [-3.84951, 3.30658, -1.65068], [-3.92569, 2.68854, -0.25958], [-4.95616, 2.16973, 0.13486], [-2.82785, 2.80820, 0.50697], [-2.78062, 2.30519, 1.86285], [-1.55607, 1.43723, 2.13440], [-1.48760, 0.12904, 1.39283], [-2.45274, -0.32109, 0.51611], [-2.31680, -1.51873, -0.17450], [-1.19030, -2.29721, 0.02586], [-0.92095, -3.47686, -0.61191], [-1.88107, -3.98124, -1.50676], [-0.22182, -1.88468, 0.94162], [-0.36152, -0.68600, 1.61553], [0.54119, -0.21410, 2.52494], [1.59040, -1.05952, 2.92642], [-0.28478, 2.30412, -0.88864], [0.86710, 1.77900, -0.40467], [2.42924, -1.49729, -1.00482], [3.55717, -2.19602, -0.64427], [7.41580, -2.61664, 1.27985], [7.14290, -0.96939, 0.66162], [6.34127, -1.50736, 2.16599], [5.15993, 0.23599, 1.09846], [3.14623, 1.46074, 0.46245], [-0.08558, -0.54207, -2.46482], [-2.81546, 1.03079, -2.07895], [-1.89482, 1.39837, -3.52797], [-1.75246, 3.75944, -1.93610], [-2.67822, 3.54883, -3.41282], [-4.08139, 4.36925, -1.53586], [-4.66213, 2.86015, -2.22822], [-1.94824, 3.09698, 0.09930], [-3.70694, 1.75253, 2.03784], [-2.75722, 3.15785, 2.55390], [-0.65299, 2.00701, 1.89578], [-1.51319, 1.22511, 3.20628], [-3.34935, 0.25421, 0.35778], [-3.09792, -1.82077, -0.85328], [-2.83663, -4.17062, -1.00772], [-2.04377, -3.30157, -2.35027], [-1.47555, -4.92188, -1.87673], [0.63064, -2.52695, 1.08629], [1.20816, -1.99473, 3.34819], [2.12997, -0.50953, 3.69636], [2.27084, -1.28609, 2.10031], [1.65766, -1.98537, -1.57776], [3.69119, -3.22564, -0.93536]],
  "forces_ev_per_a": [[0.185, 0.104, 0.135], [-0.302, -0.085, -0.200], [-0.167, 0.055, -0.051], [0.354, -0.207, 0.113], [-0.311, -0.108, -0.224], [0.449, 0.104, 0.308], [-1.025, -0.129, -0.826], [0.657, 0.244, 0.551], [0.607, -0.113, 0.268], [-0.062, 0.253, -0.018], [-0.131, -0.027, 0.053], [-0.041, -0.025, -0.080], [-0.007, 0.343, -0.375], [-0.335, -0.203, 0.059], [0.266, 0.029, 0.101], [0.011, -0.098, 0.299], [-0.139, 0.059, -0.053], [0.135, 0.155, 0.127], [0.224, 0.016, 0.213], [-0.025, -0.391, -0.261], [-0.034, 0.152, 0.122], [0.217, 0.185, 0.222], [-0.153, -0.077, -0.137], [0.111, -0.150, 0.073], [-0.183, -0.076, -0.093], [-0.408, 0.157, -0.285], [0.227, -0.198, 0.070], [-0.769, 0.496, -0.477], [0.634, -0.495, 0.220], [0.070, 0.237, 0.118], [0.203, -0.039, 0.082], [-0.026, 0.092, 0.021], [-0.031, -0.024, 0.027], [0.008, 0.002, -0.045], [0.089, 0.015, 0.050], [0.013, 0.093, 0.040], [0.003, -0.240, -0.135], [-0.011, -0.088, -0.047], [-0.029, -0.041, 0.069], [-0.021, 0.073, -0.102], [0.065, 0.049, 0.073], [-0.064, -0.016, -0.008], [0.011, 0.022, 0.115], [-0.083, 0.014, -0.050], [0.093, 0.112, 0.013], [-0.071, -0.166, -0.014], [0.037, 0.022, 0.114], [0.034, 0.121, 0.008], [-0.158, 0.138, -0.001], [-0.071, -0.076, -0.081], [0.029, 0.026, -0.021], [-0.013, -0.014, 0.037], [-0.071, 0.057, -0.007], [0.134, -0.058, 0.055], [0.000, 0.028, -0.020], [0.020, -0.077, -0.046], [-0.026, -0.002, 0.015], [-0.124, -0.100, -0.069], [0.006, -0.129, -0.043]]
}